C4H16NO4 | wB97M-V/def2-TZVPD

Results
ΔE to the lowest compared entry with this formula, charge and spin = 33.64 kJ/mol
F_max = 2.2 eV Å⁻¹
electronic energy = -14083.3646 eV
2S+1 = 2
Kohn-Sham gap (alpha / beta) = 0.1072 / 0.4011 hartree

Each atom is followed by the atoms it is bonded to, with distances in Å.
Atoms and positions in Å:
1 C -1.361 2.177 0.495  O2 1.432, C3 1.492, H8 1.099, H9 1.097
2 O -0.595 3.382 0.391  C1 1.432, H10 0.963
3 C -0.474 0.987 0.655  C1 1.492, C4 1.551, N7 1.603, H11 1.093
4 C -1.332 -0.294 0.495  C3 1.551, C5 1.535, H12 1.115, H13 1.083
5 C -0.592 -1.583 0.881  C4 1.535, O6 1.432, H14 1.103, H15 1.094
6 O 0.615 -1.515 0.114  C5 1.432, H16 0.964
7 N 0.691 0.970 -0.446  C3 1.603, H17 1.039, H18 1.027, H19 1.037
8 H -1.780 2.140 -0.521  C1 1.099
9 H -2.135 2.295 1.262  C1 1.097
10 H -0.284 3.707 1.243  O2 0.963
11 H 0.038 0.777 1.597  C3 1.093
12 H -1.640 -0.435 -0.568  C4 1.115
13 H -2.270 -0.320 1.037  C4 1.083
14 H -1.068 -2.541 0.610  C5 1.103
15 H -0.213 -1.652 1.905  C5 1.094
16 H 1.174 -2.266 -0.118  O6 0.964
17 H 0.423 0.202 -1.092  N7 1.039
18 H 0.918 1.865 -0.897  N7 1.027
19 H 1.583 0.700 0.008  N7 1.037
20 H -0.862 -3.205 -2.041  O22 0.962
21 H -0.851 -2.308 -3.271  O22 0.962
22 O -1.002 -2.295 -2.321  H20 0.962, H21 0.962
23 H 4.152 0.316 -0.069  O25 0.969
24 H 3.533 -0.910 0.640  O25 0.972
25 O 3.333 -0.195 0.012  H23 0.969, H24 0.972